1.
{
  "formula": "C15H45O8",
  "method": "the ωB97M-V functional and the def2-TZVPD basis",
  "symbols": ["O", "O", "O", "O", "O", "O", "O", "O", "C", "C", "C", "C", "C", "C", "C", "C", "C", "C", "C", "C", "C", "C", "C", "H", "H", "H", "H", "H", "H", "H", "H", "H", "H", "H", "H", "H", "H", "H", "H", "H", "H", "H", "H", "H", "H", "H", "H", "H", "H", "H", "H", "H", "H", "H", "H", "H", "H", "H", "H", "H", "H", "H", "H", "H", "H", "H", "H", "H"],
  "coordinates": [[1.04930, -0.78757, -0.40063], [2.08969, 1.10996, 3.39621], [2.49686, 2.88473, -2.01632], [3.36825, -4.31700, 2.70683], [-0.06287, 2.56202, -5.52756], [1.07291, -5.84873, -1.21078], [-2.29148, 7.13121, -2.64317], [-4.90564, -3.27145, 3.52232], [-2.75354, -2.51202, 3.90569], [3.15588, 3.76501, -1.06388], [2.57001, -3.66547, 4.93341], [-0.34293, -0.92600, -0.58566], [4.02470, 4.77720, -1.84607], [1.86730, 2.43007, 3.70529], [-1.49555, 6.00824, -2.43157], [-0.76917, -7.14014, -1.93891], [-3.88465, -2.53126, 2.89915], [-1.02798, 1.57355, -5.28088], [-1.96714, 1.55351, -6.47321], [-2.06082, 5.14612, -1.26944], [0.36932, 2.69314, 3.60868], [-0.15980, -6.34807, -0.75462], [2.24016, -3.84856, 3.41739], [-3.49423, -3.01238, 2.00238], [0.04600, 2.65619, 2.56839], [-0.62590, -1.27507, -1.57872], [4.60633, 4.33621, -2.65559], [3.85309, 3.22339, -0.42463], [3.42017, 5.58371, -2.26104], [1.44251, -4.56820, 3.23306], [-0.73154, -1.64236, 0.13815], [-0.52988, 0.65388, -4.97395], [-3.07143, -2.04460, 4.83766], [-2.32690, -3.50163, 4.06934], [2.19575, 2.73593, 4.69861], [2.39784, 4.16171, -0.38853], [1.87570, -2.91041, 2.99887], [-0.21703, 1.93451, 4.12710], [-3.06790, 4.77634, -1.46222], [2.15141, 2.13363, -1.52834], [-5.60783, -3.40975, 2.88247], [-0.88879, -0.02009, -0.32212], [3.57264, -5.17267, 3.09110], [-2.43307, 2.49369, -6.76831], [2.93576, -4.61455, 5.32530], [1.64451, 0.82847, 2.59361], [1.66809, -3.41185, 5.49048], [-1.62829, -7.77965, -1.73630], [4.73700, 5.23671, -1.16081], [-1.18371, -6.52038, -2.73399], [3.28913, -2.85714, 5.06590], [-2.77755, 0.83657, -6.34156], [0.51690, 2.56832, -4.76242], [-0.03470, -6.97517, 0.12811], [-1.42507, 4.26731, -1.16169], [-3.08800, 6.79130, -3.05745], [-1.66921, 1.88644, -4.45685], [-1.94933, -1.84693, 3.59109], [-2.14255, 5.66469, -0.31418], [0.14208, 3.70485, 3.94468], [1.62814, -6.61700, -1.36273], [-1.40918, 5.47331, -3.37734], [-0.49384, 6.36565, -2.19294], [-4.15852, -1.50516, 2.65374], [2.41912, 3.04912, 2.99791], [-0.01145, -7.82949, -2.31140], [-0.76275, -5.50484, -0.41770], [-1.39630, 1.21892, -7.33940]],
  "e_homo_ha": -0.0864,
  "lumo_ha": 0.0962,
  "total_charge": -1,
  "e_above_lowest_kj_mol": 185.69
}


2.
{
  "formula": "CHNO2S",
  "method": "the ωB97M-V functional and the def2-TZVPD basis",
  "symbols": ["S", "O", "O", "N", "C", "H"],
  "coordinates": [[-1.54983, 0.32642, -0.82585], [-0.69226, -0.96084, -0.38932], [2.37854, 0.72185, 0.46992], [0.60151, -0.66559, 0.26581], [1.42636, 0.15914, 0.19940], [-2.16431, 0.41903, 0.28004]],
  "e_homo_ha": -0.3760,
  "lumo_ha": -0.0178,
  "total_charge": 0,
  "e_above_lowest_kj_mol": 252.10,
  "smiles": "O=C=NOS"
}


3.
{
  "formula": "C21H18N4O3S4SbTc",
  "method": "the ωB97M-V functional and the def2-TZVPD basis",
  "symbols": ["Sb", "Tc", "S", "S", "S", "S", "O", "O", "O", "N", "N", "N", "N", "C", "C", "C", "C", "C", "C", "C", "C", "C", "C", "C", "C", "C", "C", "C", "C", "C", "C", "C", "C", "C", "H", "H", "H", "H", "H", "H", "H", "H", "H", "H", "H", "H", "H", "H", "H", "H", "H", "H"],
  "coordinates": [[-1.50304, -1.16607, -4.52496], [-1.14858, 0.77961, -0.81742], [-2.12813, -2.84006, -3.21978], [-2.41827, -1.04042, -0.50558], [-0.73819, 1.03090, -3.07241], [0.69693, -0.40369, -3.66436], [0.61625, 0.40152, 2.88810], [0.84918, -0.05713, -0.54460], [-0.69711, 1.00316, 1.19260], [-4.09520, 0.98369, -1.29761], [-2.93332, 1.67941, -1.06380], [-4.95215, -1.12789, -1.31474], [-0.67591, 2.85626, -0.64330], [-1.11022, -3.61787, 1.86066], [1.01952, -0.63629, 0.76834], [-1.74954, 3.65723, -0.81026], [4.25633, -1.54177, 2.51895], [3.44556, -0.04149, 0.33698], [5.20227, -0.86695, 1.75706], [-0.03137, -4.15616, -0.21126], [0.58671, -2.91723, -0.20633], [-2.99303, 2.96798, -1.07574], [-0.42497, 5.59223, -0.36663], [0.34575, -2.00580, 0.81814], [0.49917, 3.39475, -0.30956], [4.79371, -0.11909, 0.66598], [2.91458, -1.47162, 2.18845], [0.27916, 0.33917, 1.72549], [-3.92375, -0.29348, -1.10475], [0.66889, 4.75557, -0.16865], [2.49846, -0.71946, 1.09414], [-1.64822, 5.04085, -0.68441], [-0.88194, -4.51083, 0.82661], [-0.50507, -2.36788, 1.85651], [5.52240, 0.40811, 0.06351], [4.56688, -2.12728, 3.37454], [-2.52635, 5.65584, -0.82426], [2.18113, -1.99725, 2.78490], [1.25886, -2.67501, -1.02384], [-0.69908, -1.67251, 2.66302], [-1.77281, -3.88503, 2.67368], [-3.93170, 3.48014, -1.24449], [1.31161, 2.69569, -0.15701], [3.13651, 0.54718, -0.51652], [6.25183, -0.92744, 2.01413], [-5.79269, -0.76604, -1.73198], [0.14793, -4.83996, -1.02999], [-0.32016, 6.66363, -0.26129], [-4.77566, -2.11677, -1.34746], [1.05335, -0.69659, -1.24865], [-1.36546, -5.47907, 0.82534], [1.63899, 5.15122, 0.09455]],
  "e_homo_ha": [-0.2927, -0.2923],
  "lumo_ha": [-0.0437, -0.0452],
  "total_charge": 0,
  "e_above_lowest_kj_mol": 0.00
}


4.
{
  "formula": "CH3Cl2FSi",
  "method": "the ωB97M-V functional and the def2-TZVPD basis",
  "symbols": ["Cl", "Cl", "Si", "F", "C", "H", "H", "H"],
  "coordinates": [[-1.93871, -1.73048, 0.49540], [-2.25481, 0.95526, -0.95207], [-0.81627, -0.48532, -0.62895], [2.22767, 0.13506, 0.06121], [1.01364, 0.44971, 0.61543], [0.88668, 1.51244, 0.53336], [1.29793, 0.33585, 1.66354], [-0.41613, -1.17252, -1.78791]],
  "e_homo_ha": -0.3766,
  "lumo_ha": 0.0182,
  "total_charge": 0,
  "e_above_lowest_kj_mol": 440.57
}


5.
{
  "formula": "C36H31N5P2PbSe2Te",
  "method": "the ωB97M-V functional and the def2-TZVPD basis",
  "symbols": ["Pb", "Te", "Se", "Se", "P", "P", "N", "N", "N", "N", "N", "C", "C", "C", "C", "C", "C", "C", "C", "C", "C", "C", "C", "C", "C", "C", "C", "C", "C", "C", "C", "C", "C", "C", "C", "C", "C", "C", "C", "C", "C", "C", "C", "C", "C", "C", "C", "H", "H", "H", "H", "H", "H", "H", "H", "H", "H", "H", "H", "H", "H", "H", "H", "H", "H", "H", "H", "H", "H", "H", "H", "H", "H", "H", "H", "H", "H", "H"],
  "coordinates": [[0.45104, 2.18770, -2.12987], [2.11674, 2.60180, -4.34597], [-0.46526, -0.38770, -2.87467], [-1.37446, -3.24820, 2.43103], [-0.61496, -1.32260, -0.92687], [-0.75766, -1.34050, 3.06433], [0.31714, 0.93720, 2.18993], [0.58234, 0.89160, 0.05833], [0.79624, 1.56290, 1.16413], [-1.59226, 5.68270, -4.34907], [-1.05926, 3.75930, -3.44097], [4.14234, 1.92890, -4.14897], [-1.44246, 6.93610, -5.03297], [5.14354, 2.88160, -4.04007], [1.83584, -5.18110, -0.88857], [-2.37656, 3.99560, -3.20767], [-0.07216, -0.24690, 0.37883], [-2.81886, -3.03170, -0.49257], [0.73714, -1.36720, 4.09553], [-5.00366, -2.17540, -0.00247], [2.12684, -4.17310, 0.01553], [1.46714, -2.54240, 4.18183], [0.83364, -5.00230, -1.83047], [-3.13126, -0.02390, 6.12633], [-2.03046, -0.48600, 5.42473], [2.36864, -0.23150, 5.42613], [-4.34186, 0.25110, 4.07493], [1.18894, -0.20030, 4.70463], [2.64584, -2.56300, 4.90613], [-4.28496, 0.34760, 5.45623], [0.36164, -2.84470, -0.91207], [1.38664, -3.00470, 0.01073], [3.08694, -1.41310, 5.53723], [-4.53686, -0.87520, -0.12197], [-0.25246, -0.20430, 1.77033], [0.10524, -3.82920, -1.86167], [6.47234, 2.50620, -3.98257], [-2.07716, -0.55090, 4.03753], [-3.20866, -0.64840, -0.42697], [4.48984, 0.59200, -4.23217], [6.81334, 1.16670, -4.03797], [-2.72296, 5.18990, -3.76707], [-3.24596, -0.20550, 3.36773], [5.81904, 0.21310, -4.17357], [-4.15036, -3.24920, -0.19117], [-2.35016, -1.72970, -0.59527], [-0.61896, 4.78670, -4.12877], [-5.20636, -0.04180, 0.03153], [-4.50736, -4.26240, -0.08247], [-5.25116, 0.50840, 3.55033], [-3.10036, 0.02870, 7.20523], [0.63574, 0.71880, 4.58413], [3.21664, -3.47660, 4.97713], [-2.82286, 0.36140, -0.52397], [2.38854, -6.10950, -0.86557], [3.72134, -0.15990, -4.34607], [1.10584, -3.43040, 3.67933], [-3.29326, -0.32770, 2.29283], [7.84844, 0.86530, -3.97757], [0.38604, 4.88390, -4.48477], [-3.64996, 5.72350, -3.79487], [4.87834, 3.92860, -4.00157], [6.08454, -0.83260, -4.24267], [-0.65356, -3.66350, -2.61737], [-0.67766, 7.54080, -4.54267], [2.73354, 0.66890, 5.89753], [-2.97276, 3.29140, -2.66497], [0.62484, -5.78620, -2.54137], [2.93004, -4.30080, 0.72493], [-1.14676, -0.80490, 5.96003], [7.24144, 3.26020, -3.89797], [-5.14506, 0.69950, 6.00863], [-6.03886, -2.35560, 0.24193], [3.99544, -1.43660, 6.12243], [-2.14366, -3.86720, -0.60937], [-1.14646, 6.77390, -6.07057], [-2.38536, 7.47720, -5.01377], [1.59214, -2.21500, 0.72183]],
  "e_homo_ha": -0.2588,
  "lumo_ha": 0.0108,
  "total_charge": 0
}


6.
{
  "formula": "C3H5FO",
  "method": "the ωB97M-V functional and the def2-TZVPD basis",
  "symbols": ["F", "O", "C", "C", "C", "H", "H", "H", "H", "H"],
  "coordinates": [[-1.75760, 1.29058, 0.03259], [-1.47087, -0.95948, -0.72437], [-1.00579, -0.99447, 0.57338], [-0.84999, 0.34596, -0.10879], [0.59504, 0.72361, -0.48591], [0.52988, 1.53293, -1.22894], [1.11155, 1.03315, 0.39612], [-0.16760, -1.51016, 0.69350], [0.95058, -0.02914, -1.06144], [-1.78494, -0.96114, 1.46928]],
  "e_homo_ha": -0.3788,
  "lumo_ha": 0.0374,
  "total_charge": 0,
  "e_above_lowest_kj_mol": 170.87,
  "smiles": "C[C@]1(F)CO1"
}


Number 1: molecular weight 353.52 g mol⁻¹. Number 2: molecular weight 91.09 g mol⁻¹. Number 3: molecular weight 722.43 g mol⁻¹. Number 4: molecular weight 133.03 g mol⁻¹. Number 5: molecular weight 1088.35 g mol⁻¹. Number 6: molecular weight 76.07 g mol⁻¹.